Record 1
{"formula": "C4H10NO3S", "method": "ωB97M-V with the def2-TZVPD basis set", "species": ["C", "C", "C", "C", "N", "O", "O", "O", "S", "H", "H", "H", "H", "H", "H", "H", "H", "H", "H"], "positions_angstrom": [[-0.299, -1.393, -0.325], [-0.785, -0.363, -1.354], [-0.572, 1.025, -0.702], [0.290, 0.767, 1.661], [0.520, 1.123, 0.201], [0.943, -0.567, 1.806], [1.966, -2.425, 0.482], [0.928, 1.696, 2.416], [1.451, -0.898, 0.249], [-0.859, -1.347, 0.647], [-0.135, -0.394, -2.307], [-0.230, -2.390, -0.768], [-1.823, -0.688, -1.546], [-1.590, 1.428, -0.411], [-0.378, 1.893, -1.399], [-0.730, 0.453, 1.790], [1.187, 1.857, 0.065], [2.911, -2.562, 0.853], [0.417, 2.094, 3.139]], "nbo_charge": [-0.51, -0.45, -0.28, 0.51, -0.65, -0.67, -0.87, -0.68, 1.43, 0.25, 0.24, 0.28, 0.26, 0.23, 0.25, 0.18, 0.43, 0.54, 0.52], "charge": 1, "homo_energy_ha": -0.5133, "gap_ev": 10.417, "e_above_lowest_kj_mol": 0.0, "largest_force_ev_per_a": 4.5, "energy_ev": -22768.8680}

---

Record 2
{"formula": "C4H10NOP", "method": "ωB97M-V with the def2-TZVPD basis set", "species": ["C", "P", "N", "C", "C", "H", "H", "H", "H", "H", "H", "H", "H", "C", "O", "H", "H"], "positions_angstrom": [[2.024, -0.976, -0.462], [1.159, -0.202, 0.755], [-0.412, -0.796, 0.643], [-0.840, -1.840, -0.213], [-1.353, 0.102, 1.106], [1.686, -1.892, -1.007], [3.065, -0.711, -0.557], [-1.179, -1.482, -1.255], [-0.027, -2.498, -0.514], [-1.728, -2.373, 0.243], [-0.779, 0.951, 1.624], [-2.031, 0.549, 0.437], [-1.938, -0.503, 1.898], [0.555, 2.902, -0.696], [0.602, 1.742, -0.968], [0.715, 3.282, 0.329], [0.478, 3.745, -1.363]], "nbo_charge": [-1.02, 0.97, -0.75, -0.41, -0.39, 0.21, 0.22, 0.18, 0.22, 0.20, 0.20, 0.19, 0.17, 0.30, -0.49, 0.10, 0.11], "charge": 0, "homo_energy_ha": -0.2828, "gap_ev": 8.314, "e_above_lowest_kj_mol": 323.7, "smiles": "C=PN(C)C.C=O", "largest_force_ev_per_a": 4.6, "energy_ev": -17133.6137}

---

Record 3
{"formula": "C4H10NOP", "method": "ωB97M-V with the def2-TZVPD basis set", "species": ["C", "C", "C", "C", "N", "O", "P", "H", "H", "H", "H", "H", "H", "H", "H", "H", "H"], "positions_angstrom": [[1.865, -0.867, -0.962], [-1.845, -0.616, -0.905], [1.171, 2.424, 0.541], [-1.531, -0.904, 0.571], [1.174, -1.320, 0.013], [0.486, -0.800, 2.408], [0.205, -0.361, 1.007], [2.522, -1.642, -1.447], [1.894, 0.085, -1.338], [-0.859, -0.727, -1.396], [-2.756, -1.050, -1.216], [-2.010, 0.470, -0.987], [1.142, 2.454, 1.606], [2.047, 2.450, -0.161], [0.140, 2.524, 0.118], [-1.529, -1.927, 0.933], [-2.119, -0.193, 1.214]], "nbo_charge": [0.02, -0.63, -0.62, -0.73, -0.73, -1.03, 1.69, 0.17, 0.16, 0.21, 0.23, 0.20, 0.20, 0.20, 0.18, 0.25, 0.24], "charge": 0, "homo_energy_ha": [-0.3262, -0.3019], "gap_ev": [7.962, 7.997], "e_above_lowest_kj_mol": 375.4, "largest_force_ev_per_a": 4.6, "energy_ev": -17133.0774}

---

Record 4
{"formula": "C4H10NOS", "method": "ωB97M-V with the def2-TZVPD basis set", "species": ["N", "C", "C", "O", "C", "C", "S", "H", "H", "H", "H", "H", "H", "H", "H", "H", "H"], "positions_angstrom": [[1.953, -1.548, -0.123], [0.588, -1.210, 0.352], [0.748, -0.662, 1.824], [1.908, -0.040, 2.047], [0.036, -0.199, -0.661], [-1.351, 0.382, -0.361], [-1.873, 1.653, -1.531], [2.545, -1.133, 0.612], [2.062, -2.540, 0.038], [-0.019, -2.122, 0.324], [0.603, -1.564, 2.483], [-0.190, -0.094, 2.050], [0.719, 0.657, -0.659], [0.078, -0.625, -1.666], [-1.419, 0.870, 0.603], [-2.052, -0.460, -0.310], [-1.393, 1.125, -2.664]], "nbo_charge": [-0.88, -0.09, -0.02, -0.94, -0.41, -0.51, -0.08, 0.40, 0.32, 0.14, 0.06, 0.07, 0.21, 0.19, 0.23, 0.19, 0.11], "charge": -1, "homo_energy_ha": -0.0997, "gap_ev": 5.815, "e_above_lowest_kj_mol": 226.3, "smiles": "N[C@@H](C[O-])CCS", "largest_force_ev_per_a": 1.3, "energy_ev": -18682.7504}

---

Record 5
{"formula": "C4H10NOS", "method": "ωB97M-V with the def2-TZVPD basis set", "species": ["C", "C", "C", "C", "N", "O", "S", "H", "H", "H", "H", "H", "H", "H", "H", "H", "H"], "positions_angstrom": [[1.933, 0.545, -0.070], [1.958, -0.981, -0.247], [-0.479, 0.148, 0.257], [-2.771, -0.388, 0.067], [0.575, 1.037, -0.305], [-1.625, 0.153, -0.510], [0.312, -1.513, 0.345], [2.154, 0.822, 0.898], [2.639, 1.068, -0.794], [2.172, -1.363, -1.357], [2.670, -1.508, 0.330], [-1.242, 0.604, 1.786], [-2.805, -1.504, 0.117], [-3.655, -0.232, -0.532], [-2.719, -0.068, 1.203], [0.470, 2.013, 0.110], [0.413, 1.167, -1.298]], "nbo_charge": [-0.24, -0.55, 0.18, -0.26, -0.56, -0.54, 0.27, 0.23, 0.26, 0.25, 0.27, 0.15, 0.20, 0.24, 0.19, 0.47, 0.45], "charge": 1, "homo_energy_ha": -0.4899, "gap_ev": 9.279, "e_above_lowest_kj_mol": 456.6, "largest_force_ev_per_a": 3.9, "energy_ev": -18672.3742}

---

Record 6
{"formula": "C4H10NOS", "method": "ωB97M-V with the def2-TZVPD basis set", "species": ["N", "C", "C", "O", "C", "C", "S", "H", "H", "H", "H", "H", "H", "H", "H", "H", "H"], "positions_angstrom": [[-0.546, -0.610, -1.948], [-0.474, 0.042, -0.582], [-1.407, -0.732, 0.309], [-2.457, -1.113, -0.100], [0.956, 0.143, -0.096], [1.210, 0.517, 1.359], [0.488, 2.207, 1.742], [-1.512, -0.477, -2.271], [0.162, -0.376, -2.642], [-0.511, -1.633, -1.830], [-0.774, 1.072, -0.789], [-1.071, -1.072, 1.292], [1.611, 0.756, -0.717], [1.470, -0.839, -0.144], [0.774, -0.176, 2.064], [2.275, 0.553, 1.547], [-0.195, 1.738, 2.805]], "nbo_charge": [-0.67, -0.16, 0.41, -0.46, -0.45, -0.49, -0.05, 0.46, 0.46, 0.44, 0.27, 0.16, 0.24, 0.22, 0.22, 0.25, 0.15], "charge": 1, "homo_energy_ha": -0.4715, "gap_ev": 8.633, "e_above_lowest_kj_mol": 170.6, "smiles": "[NH3+][C@@H](C=O)CCS", "largest_force_ev_per_a": 2.5, "energy_ev": -18675.3375}

---

Record 7
{"formula": "C4H10NOS", "method": "ωB97M-V with the def2-TZVPD basis set", "species": ["C", "C", "C", "C", "N", "O", "S", "H", "H", "H", "H", "H", "H", "H", "H", "H", "H"], "positions_angstrom": [[0.345, -1.377, -0.398], [-2.281, -1.335, -0.078], [2.319, 0.087, -0.212], [-2.600, 1.387, 0.017], [1.062, -0.396, 0.436], [-1.043, -0.836, -0.075], [-3.549, -0.270, -0.270], [0.313, -2.352, -0.161], [-2.553, -2.353, -0.047], [2.584, -0.721, -0.990], [2.318, 1.037, -0.714], [3.232, 0.065, 0.430], [-1.882, 1.423, -0.682], [-2.069, 1.403, 0.931], [-3.412, 2.089, -0.099], [0.431, 0.331, 0.592], [1.349, -0.564, 1.437]], "nbo_charge": [-0.08, 0.13, -0.45, -0.64, -0.54, -0.50, 0.43, 0.16, 0.22, 0.25, 0.24, 0.23, 0.22, 0.23, 0.25, 0.43, 0.41], "charge": 1, "homo_energy_ha": [-0.4327, -0.4327], "gap_ev": [7.260, 7.259], "e_above_lowest_kj_mol": 544.1, "largest_force_ev_per_a": 4.5, "energy_ev": -18671.4672}

---

Record 8
{"formula": "C4H10NOS2", "method": "ωB97M-V with the def2-TZVPD basis set", "species": ["C", "S", "S", "C", "C", "N", "C", "O", "H", "H", "H", "H", "H", "H", "H", "H", "H", "H"], "positions_angstrom": [[-3.425, -1.092, -1.165], [-2.154, -0.017, -1.940], [-0.184, -0.365, -1.316], [0.006, -0.230, 0.496], [1.325, 0.386, 0.917], [2.550, -0.159, 0.178], [1.276, 1.962, 0.756], [0.201, 2.465, 0.808], [-3.966, -1.088, -2.161], [-3.132, -2.183, -1.031], [-4.086, -0.698, -0.428], [-0.042, -1.221, 0.966], [-0.755, 0.487, 0.861], [1.589, 0.245, 2.032], [2.312, -0.517, -0.766], [2.921, -0.945, 0.715], [3.304, 0.538, 0.187], [2.259, 2.432, 0.892]], "nbo_charge": [-0.75, 0.17, 0.01, -0.59, -0.15, -0.69, 0.42, -0.42, 0.25, 0.25, 0.24, 0.24, 0.30, 0.25, 0.47, 0.45, 0.44, 0.13], "charge": 1, "homo_energy_ha": -0.4380, "gap_ev": 7.817, "e_above_lowest_kj_mol": 101.9, "smiles": "CSSC[C@@H]([NH3+])C=O", "largest_force_ev_per_a": 3.6, "energy_ev": -29509.8935}

---

Record 9
{"formula": "C4H10NP", "method": "ωB97M-V with the def2-TZVPD basis set", "species": ["C", "C", "C", "C", "N", "P", "H", "H", "H", "H", "H", "H", "H", "H", "H", "H"], "positions_angstrom": [[2.327, -0.111, -0.502], [-2.160, 0.969, -0.075], [-0.708, -1.283, -0.076], [0.349, 1.080, 0.842], [3.137, -0.768, 0.122], [-0.385, 0.496, -0.622], [1.884, 0.019, -1.459], [-2.610, 1.342, -1.005], [-1.954, 1.854, 0.584], [-2.624, 0.229, 0.463], [0.041, -2.027, -0.114], [-1.471, -1.649, -0.831], [-1.280, -1.211, 0.849], [0.955, 0.303, 1.338], [0.716, 2.116, 0.854], [3.782, -1.360, -0.367]], "nbo_charge": [0.16, -0.89, -0.91, -0.74, -0.64, 0.74, 0.17, 0.22, 0.22, 0.21, 0.22, 0.22, 0.22, 0.22, 0.21, 0.36], "charge": 0, "homo_energy_ha": [-0.2839, -0.2823], "gap_ev": [8.289, 7.782], "e_above_lowest_kj_mol": 447.3, "largest_force_ev_per_a": 4.8, "energy_ev": -15083.6617}

---

Record 10
{"formula": "C4H10NS", "method": "ωB97M-V with the def2-TZVPD basis set", "species": ["C", "C", "S", "C", "N", "C", "H", "H", "H", "H", "H", "H", "H", "H", "H", "H"], "positions_angstrom": [[-1.236, -0.381, 0.845], [-1.977, 0.844, 0.075], [-3.532, 1.356, 0.779], [0.159, -0.719, 0.248], [1.130, 0.583, -0.771], [2.475, 0.197, -0.770], [-1.159, 0.160, 1.785], [-1.736, -1.399, 0.879], [-2.029, 0.323, -0.863], [-1.344, 1.723, -0.024], [0.693, -1.415, 0.932], [-0.175, -1.205, -0.693], [0.642, 0.335, 0.271], [3.076, 0.462, -1.628], [1.888, -0.703, -1.141], [3.124, -0.160, 0.075]], "nbo_charge": [-0.42, -0.53, -0.69, -0.46, -0.53, -0.54, 0.21, 0.21, 0.16, 0.20, 0.21, 0.23, 0.34, 0.22, 0.25, 0.17], "charge": -1, "homo_energy_ha": -0.0861, "gap_ev": 5.864, "e_above_lowest_kj_mol": 683.7, "largest_force_ev_per_a": 6.4, "energy_ev": -16629.0252}

---

Q: Number 6 is which compound?
A: C4H10NOS